# 1
Density functional theory data (ωB97M-V/def2-TZVPD) for a cluster of 2 separate species, C2H7O in total in a non-equilibrium geometry.

Geometry as XYZ:
```
10
Properties=species:S:1:pos:R:3:forces:R:3
O -0.287368 -2.700949 -0.250939 0.6 0.3 1.1
H -0.761688 -2.852214 -1.050756 -0.6 -0.2 -1.0
C 0.704374 1.873385 0.003416 -0.6 1.0 0.2
C -0.381790 0.863485 0.313290 -0.3 -0.3 0.3
H 1.273833 2.087448 0.910012 0.3 -0.1 -0.2
H 1.350204 1.549622 -0.803250 0.3 -0.4 0.1
H 0.313541 2.841645 -0.339212 -0.1 -0.1 0.1
H -1.085662 1.117252 1.113855 0.4 0.6 0.2
H 0.092317 -0.058654 0.647261 -0.3 -0.4 -0.5
H -1.046125 0.685697 -0.528565 0.3 -0.4 -0.3
```
Positions in Å, forces in eV/Å.

Its LUMO energy is 0.1499 Eh. The total energy comes out at -155.59941 a.u. The energy relative to the best compared isomer or geometry (same formula, charge and spin) comes out at 21.6 kJ/mol. As for the spin multiplicity: 1. The molecular weight is 47.077 g/mol. As for the net charge: -1. For the HOMO-LUMO gap, the calculation gives 6.0 eV.

***

# 2
Density functional theory data (ωB97M-V/def2-TZVPD) for a cluster of 2 separate species, C4H13N2O2 in total in a non-equilibrium geometry.

Geometry as XYZ:
```
21
Properties=species:S:1:pos:R:3:forces:R:3
O 0.862849 2.918629 -0.166004 0.1 -0.1 0.1
C 0.933167 2.240546 -1.105345 -0.4 -0.1 -0.7
C 0.211655 0.717565 -1.197693 -0.3 -0.7 1.1
C -0.896109 0.727007 -0.069786 0.4 -1.2 -0.6
C -0.416618 0.608500 1.359942 -0.2 0.2 -0.2
N 0.037604 -0.790228 1.722408 -0.6 0.9 -0.3
N 1.245769 -0.219199 -1.028807 0.3 0.7 -0.7
H 1.436404 2.421221 -2.070787 0.1 0.3 -0.1
H -0.298420 0.509896 -2.139092 0.0 0.6 -0.1
H -1.350151 -0.224890 -0.366697 -0.5 0.2 0.2
H -1.575923 1.544915 -0.270032 -0.1 0.2 0.3
H -1.161026 0.915167 2.096541 -0.1 -0.1 -0.2
H 0.414075 1.255887 1.493428 0.9 0.6 0.4
H 0.541934 -1.217196 0.954369 0.1 -0.3 -0.4
H -0.805328 -1.346637 1.881750 0.3 -0.4 0.3
H 0.667193 -0.728399 2.518867 -0.2 -0.4 0.5
H 2.150872 0.158201 -0.756570 0.0 -0.5 0.5
H 1.354189 -0.852785 -1.818012 0.1 0.0 0.1
H -1.881947 -2.732842 -0.495850 0.0 -0.2 -0.1
H -0.524683 -3.373047 -0.158537 -0.2 -0.1 -0.2
O -0.945506 -2.532313 -0.384095 0.2 0.2 0.4
```
Positions in Å, forces in eV/Å.

Its LUMO energy (alpha / beta) is -0.3051 / -0.4534 Eh. The total energy comes out at -419.47629 a.u. The energy relative to the best compared isomer or geometry (same formula, charge and spin) comes out at 69.8 kJ/mol. As for the spin multiplicity: 2. The molecular weight is 121.160 g/mol. As for the net charge: +2. For the HOMO-LUMO gap (alpha / beta), the calculation gives 10.9 / 7.1 eV.

***

# 3
Density functional theory data (ωB97M-V/def2-TZVPD) for a cluster of 2 separate species, C11H28N3 in total in a non-equilibrium geometry.

Geometry as XYZ:
```
42
Properties=species:S:1:pos:R:3:forces:R:3
C -2.210371 -0.110301 -3.686604 0.2 -2.0 1.9
C 1.991046 -1.836098 0.608391 -0.2 0.4 1.6
C 3.719481 -1.164316 2.424648 -2.7 1.5 0.5
C 3.786620 -0.157052 0.018748 -2.0 1.5 0.3
C -3.150206 -1.130132 -0.726447 0.2 2.1 0.4
C -2.753381 1.605745 0.378415 -1.8 0.2 -0.7
C -0.527355 1.687945 -0.594270 -0.7 0.9 0.0
C -1.336126 -0.492905 -2.493151 1.0 0.9 1.4
C 1.774708 0.310847 1.338683 -0.4 0.4 2.0
C 2.886546 -0.701536 1.189526 -0.4 0.1 -1.5
C -1.893103 -0.257347 -0.984382 2.4 -4.1 -0.8
N 0.161476 1.345052 2.725769 -0.2 1.1 2.6
N 1.127809 0.320359 2.495482 1.4 -0.4 -0.4
N -1.938634 1.178726 -0.737026 0.0 1.1 -2.4
H -3.028468 -0.798319 -3.803157 0.2 -1.2 -0.5
H -2.813360 0.700818 -3.594563 -1.1 3.5 0.4
H -1.552142 -0.037658 -4.490010 0.5 0.1 -1.8
H 2.590473 -2.702069 0.372545 -0.2 -0.2 -0.8
H 1.266414 -1.405196 -0.054753 0.4 -0.1 -1.8
H 1.228837 -2.087181 1.342361 0.4 -0.7 0.9
H 3.220098 -2.073292 2.834329 0.9 0.6 0.0
H 4.755205 -1.247346 2.220004 0.9 -0.5 -0.3
H 3.616706 -0.304555 3.149108 0.3 -1.1 -0.2
H 4.500437 -0.899726 -0.243985 0.7 -0.4 -0.5
H 3.130089 0.216673 -0.857285 1.0 -1.1 1.2
H 4.261669 0.775500 0.360377 0.3 -0.4 0.0
H -3.179243 -1.823322 -1.534764 -0.5 -0.7 -0.3
H -3.989668 -0.447853 -0.728021 -0.7 -0.2 -0.7
H -3.241723 -1.593484 0.254393 0.6 -0.2 -0.1
H -3.665024 1.018704 0.509792 -0.1 0.4 -0.7
H -2.244303 1.421029 1.248819 1.7 -0.1 2.1
H -2.918073 2.656437 0.214207 -0.4 0.3 0.4
H -0.156999 1.619532 -1.546595 1.2 -0.3 -2.3
H -0.516442 2.750105 -0.439135 -0.4 0.5 0.7
H 0.179485 1.167721 0.036286 -0.4 -0.5 0.9
H -1.100905 -1.553257 -2.652840 0.1 0.2 0.6
H -0.329379 0.064556 -2.515343 -1.5 -1.0 -0.3
H -1.052329 -0.716775 -0.315716 -1.3 1.2 -1.0
H -0.333581 1.062313 3.649501 1.0 0.8 -2.0
H 0.701370 2.261910 2.964881 -1.2 -2.2 -0.5
H 1.344199 -0.270223 3.340637 0.0 0.7 -1.0
H -2.311857 1.645972 -1.678855 0.7 -1.2 2.5
```
Positions in Å, forces in eV/Å.

Its LUMO energy is -0.0930 Eh. The total energy comes out at -599.76386 a.u. The energy relative to the best compared isomer or geometry (same formula, charge and spin) comes out at 27.4 kJ/mol. As for the spin multiplicity: 1. The molecular weight is 202.366 g/mol. As for the net charge: +1. For the HOMO-LUMO gap, the calculation gives 8.7 eV.